Version w
# C4H9NOS

The molecule C4H9NOS (ωB97M-V/def2-TZVPD, the Open Molecules 2025 dataset).

XYZ file:
```
16
Properties=species:S:1:pos:R:3
O -0.626 1.256 -0.162
C -0.902 1.784 1.080
C 0.553 0.601 -0.194
H -1.883 2.328 1.094
H -0.231 2.647 1.246
H 0.848 -1.949 -0.346
H -0.934 1.012 1.926
H 0.077 0.234 -2.316
H 0.268 -2.165 -2.071
H 1.763 -0.351 -1.838
C 0.096 -1.594 -1.131
C 0.645 -0.196 -1.425
H 1.191 0.570 0.598
N -1.039 -1.374 1.240
S -1.507 -1.520 -0.214
H -0.438 -2.198 1.397
```

Values from the calculation:
total charge: 0
spin multiplicity: 1
orbital gap (spin up / spin down): 8.68 / 6.49 eV

Listed below, in e, are the Löwdin charges computed for each atom: -0.171, -0.141, -0.198, 0.100, 0.094, 0.089, 0.100, 0.130, 0.084, 0.156, -0.447, -0.264, 0.088, -0.427, 0.816, -0.009



Version x
# C4H9NOS

A cluster of 2 separate species, C4H9NOS in total (ωB97M-V/def2-TZVPD, the Open Molecules 2025 dataset).

XYZ file:
```
16
Properties=species:S:1:pos:R:3
S 2.442 -1.094 0.152
H 0.001 -0.099 2.916
H -0.059 1.617 0.596
C -2.159 0.114 -0.769
H 1.532 1.380 1.317
H 0.206 -0.747 -0.442
O -2.302 0.969 0.038
H 1.250 0.404 -1.275
C -0.026 -0.153 1.827
H -1.976 1.267 -2.524
H -2.765 -0.314 -2.671
H 0.427 -1.163 1.759
C 1.083 0.005 -0.270
C 0.657 0.852 0.919
H -1.046 -0.308 1.329
N -2.333 0.411 -2.135
```

Values from the calculation:
total charge: 0
spin multiplicity: 1
orbital gap: 3.65 eV

Listed below, in e, are the Löwdin charges computed for each atom: 0.606, 0.073, 0.085, -0.220, 0.100, 0.072, 0.085, 0.058, -0.164, 0.099, 0.079, 0.033, -0.713, -0.347, 0.057, 0.097



Energies relative to the minimum, hartree: version w 0.0000; version x 0.0351



Version w
# C4H9NOS

The molecule C4H9NOS (ωB97M-V/def2-TZVPD, the Open Molecules 2025 dataset).

XYZ file:
```
16
Properties=species:S:1:pos:R:3
O 0.682 -2.441 -1.932
H -1.650 -1.392 -1.243
H 0.578 3.666 1.131
N -1.261 -1.212 -0.293
H 0.457 -1.369 0.910
H 2.139 -1.514 -1.048
H -0.098 0.939 -1.095
H 1.528 0.755 -0.200
S -0.573 3.051 1.012
H 0.157 0.878 1.987
H -1.299 0.809 0.588
C 1.013 -1.628 -1.097
H -1.885 -1.440 0.408
C 0.383 0.579 -0.162
C 0.171 -0.905 -0.037
C -0.343 1.225 1.070
```

Values from the calculation:
total charge: 0
spin multiplicity: 1
orbital gap: 9.91 eV
SMILES: N[C@@H](C=O)CCS

Listed below, in e, are the Löwdin charges computed for each atom: 0.049, 0.110, -0.193, 0.035, 0.153, 0.131, 0.123, 0.135, 0.676, 0.077, 0.081, -0.227, 0.043, -0.273, -0.369, -0.551



Version x
# C4H9NOS

The molecule C4H9NOS (ωB97M-V/def2-TZVPD, the Open Molecules 2025 dataset).

XYZ file:
```
16
Properties=species:S:1:pos:R:3
H -1.092 1.764 2.058
H -1.669 0.285 1.336
C -1.622 1.356 1.184
H 2.038 -1.233 -1.275
C 0.447 -0.513 -0.084
O 1.026 1.466 -1.225
N -0.849 1.636 -0.030
C 0.979 -1.463 -1.144
H -2.544 1.927 1.135
H 1.650 -2.962 0.499
S 0.920 -3.209 -0.618
H 1.192 -0.427 0.708
H -0.498 -0.876 0.336
C 0.196 0.915 -0.520
H 0.593 -1.279 -2.145
H -0.767 2.613 -0.216
```

Values from the calculation:
total charge: 0
spin multiplicity: 1
orbital gap: 9.87 eV
SMILES: CNC(=O)CCS

Listed below, in e, are the Löwdin charges computed for each atom: 0.086, 0.068, -0.066, 0.069, -0.202, 0.046, 0.015, -0.570, 0.081, -0.131, 0.685, 0.128, 0.089, -0.508, 0.084, 0.128



Energies relative to the minimum, hartree: version w 0.0655; version x 0.0000



Version w
# C2H6IN2

A cluster of 2 separate species, C2H6IN2 in total (ωB97M-V/def2-TZVPD, the Open Molecules 2025 dataset).

XYZ file:
```
11
Properties=species:S:1:pos:R:3
N -0.972 0.895 1.008
H -1.280 0.710 2.034
C -1.018 0.142 -0.007
N -1.687 -0.961 -0.302
H 1.316 0.682 -0.977
H 3.279 0.814 -1.055
C 2.362 0.393 -0.846
H -0.569 1.878 0.960
I 2.212 -1.565 -0.073
H -2.156 -1.447 0.425
H -1.487 -1.542 -1.165
```

Values from the calculation:
total charge: +1
spin multiplicity: 1
orbital gap (spin up / spin down): 9.24 / 4.68 eV

Listed below, in e, are the Löwdin charges computed for each atom: 0.174, 0.207, -0.124, 0.182, -0.089, -0.058, -0.486, 0.182, 0.717, 0.123, 0.172



Version x
# C2H6IN2

A structure of composition C2H6IN2 (ωB97M-V/def2-TZVPD, the Open Molecules 2025 dataset).

XYZ file:
```
11
Properties=species:S:1:pos:R:3
H 1.668 -1.182 -0.085
C 1.052 -0.366 0.357
H -3.940 -1.212 0.617
H -0.294 -0.546 -0.093
C 1.814 0.701 0.243
H 2.934 2.388 -0.137
N -1.557 -0.565 -0.596
H 0.887 -0.633 1.381
I -3.254 0.188 0.197
N 2.346 1.606 -0.240
H -1.655 -0.379 -1.644
```

Values from the calculation:
total charge: +1
spin multiplicity: 1
orbital gap: 8.76 eV

Listed below, in e, are the Löwdin charges computed for each atom: 0.130, -0.081, -0.168, 0.057, -0.164, 0.122, -0.581, 0.096, 1.278, 0.325, -0.014



Energies relative to the minimum, hartree: version w 0.0000; version x 0.0278



Version w
# HN3O

A cluster of 2 separate species, HN3O in total (ωB97M-V/def2-TZVPD, the Open Molecules 2025 dataset).

XYZ file:
```
5
Properties=species:S:1:pos:R:3
N 1.514 0.003 -0.433
O -1.195 -1.226 -0.045
H -1.466 0.639 -0.093
N -0.874 -0.130 0.334
N 2.021 0.714 0.237
```

Values from the calculation:
total charge: 0
spin multiplicity: 1
orbital gap: 9.17 eV
SMILES: N#N.N=O

Listed below, in e, are the Löwdin charges computed for each atom: 0.002, -0.065, 0.068, -0.038, 0.034



Version x
# HN3O

The molecule HN3O (ωB97M-V/def2-TZVPD, the Open Molecules 2025 dataset).

XYZ file:
```
5
Properties=species:S:1:pos:R:3
N -1.557 0.362 0.055
N -2.690 0.447 -0.001
N -0.534 -0.261 -0.290
H 0.448 0.189 -0.014
O -0.909 -1.471 0.062
```

Values from the calculation:
total charge: 0
spin multiplicity: 1
orbital gap (spin up / spin down): 8.10 / 8.10 eV

Listed below, in e, are the Löwdin charges computed for each atom: -0.125, 0.265, -0.166, 0.217, -0.191



Energies relative to the minimum, hartree: version w 0.0000; version x 0.1447



Version w
# C18H41CeOP3S

A structure of composition C18H41CeOP3S (ωB97M-V/def2-TZVPD, the Open Molecules 2025 dataset).

XYZ file:
```
65
Properties=species:S:1:pos:R:3
H 3.053 1.589 3.376
C 0.830 -1.077 4.529
H 0.732 -2.676 3.283
P -2.686 -0.659 0.636
C -3.466 0.647 -0.396
H 0.541 -4.898 -7.140
H 3.166 0.273 -1.146
C 2.428 2.799 0.397
H -4.327 0.272 -0.975
H 4.637 0.754 -0.222
H -0.077 -2.665 -8.039
H 0.724 1.956 4.686
H -3.512 -0.646 2.900
H 4.048 0.266 2.766
S 1.117 -1.982 -0.541
H 2.078 3.476 1.189
H 4.474 1.957 2.346
C 0.524 -0.225 -2.525
H 3.748 -0.785 0.102
C 3.649 0.275 -0.163
P 2.564 1.092 1.053
H 1.664 2.806 -0.395
H 2.315 -4.342 -6.976
C 0.681 -1.566 -2.138
H -3.704 -2.560 -0.529
H -4.876 -0.602 1.753
C 3.643 1.255 2.513
C -1.283 3.517 1.825
H 1.625 -0.315 4.458
C 0.485 -2.601 -3.079
H 3.384 3.158 -0.017
C 0.077 -0.935 -4.788
P -0.852 2.047 2.847
H -3.773 1.489 0.244
C -3.888 -1.043 1.946
H -0.090 -0.531 4.783
H -1.575 4.367 2.464
H 0.097 -3.057 -5.153
C 0.196 -2.276 -4.407
H -2.107 3.252 1.146
H 0.652 0.556 -1.780
H -2.256 0.936 4.466
H -0.423 3.790 1.196
H -0.306 1.096 0.039
O 0.617 -1.700 3.244
H -0.114 -0.686 -5.832
C 0.946 -2.889 -7.715
C -2.339 1.863 3.885
H 0.578 -3.623 -2.749
H -2.443 2.714 4.574
H 1.064 -1.853 5.263
Ce 0.056 -0.294 1.340
H -2.303 -1.876 -1.441
C 0.207 0.091 -3.844
C -2.696 -2.128 -0.448
C 1.279 -4.094 -7.233
H -2.009 -2.883 -0.041
H -3.234 1.770 3.259
H -3.977 -2.132 2.056
H -2.699 1.027 -1.088
H 1.188 3.204 3.516
C 0.334 2.757 4.042
H 1.694 -2.103 -7.865
H -0.159 3.517 4.667
H 0.077 1.134 -4.124
```

Values from the calculation:
total charge: +3
spin multiplicity: 2
orbital gap (spin up / spin down): 5.20 / 3.86 eV

Listed below, in e, are the Löwdin charges computed for each atom: 0.030, -0.041, 0.158, 0.731, -0.229, 0.063, 0.042, -0.231, 0.081, 0.083, 0.062, 0.041, 0.026, 0.066, 0.790, 0.045, 0.084, -0.094, 0.042, -0.251, 0.727, 0.043, 0.062, -0.621, 0.083, 0.081, -0.229, -0.225, 0.092, -0.037, 0.080, 0.034, 0.726, 0.053, -0.220, 0.091, 0.083, 0.097, 0.005, 0.046, 0.061, 0.046, 0.042, -0.065, -0.270, 0.136, -0.095, -0.240, 0.123, 0.080, 0.130, 0.543, 0.053, 0.002, -0.236, -0.078, 0.046, 0.053, 0.070, 0.042, 0.045, -0.234, 0.060, 0.080, 0.134



Version x
# C18H41CeOP3S

A structure of composition C18H41CeOP3S (ωB97M-V/def2-TZVPD, the Open Molecules 2025 dataset).

XYZ file:
```
65
Properties=species:S:1:pos:R:3
H 3.473 -2.795 -0.376
H 3.570 -0.385 -1.342
H 4.595 0.985 -0.871
H 1.351 -2.404 4.096
C -0.117 -0.326 -3.484
H -3.315 -0.601 2.608
O 0.671 -2.476 2.115
P -2.540 -1.262 0.355
H 4.273 0.174 2.343
C -1.322 1.438 -4.597
C -1.053 -1.284 -3.897
H 1.962 -2.995 -3.183
H 1.627 2.485 -0.760
C 3.752 1.103 2.079
H 1.195 1.352 3.888
C -1.808 1.254 3.093
H -1.414 2.511 -4.827
H -4.282 -1.961 1.987
H -1.752 1.868 4.004
H -2.160 0.466 -1.326
C -3.783 -1.019 1.709
C -2.010 0.416 -5.307
C 3.991 0.155 -0.491
C -0.399 1.051 -3.644
H -4.568 -0.306 1.427
C 0.737 2.184 3.330
C 2.418 -2.441 -2.305
H -1.857 2.880 0.653
C 2.450 2.493 -0.038
H -3.743 -0.328 -1.552
H -2.721 1.526 2.555
P -0.354 1.497 1.988
H -1.844 0.200 3.390
H 0.107 1.774 -2.976
C -0.940 3.108 1.219
P 2.687 0.796 0.631
H -4.250 -2.918 -0.319
H 3.440 -2.084 -2.604
H 4.637 -0.553 0.047
H 1.533 2.825 2.935
C 0.908 -1.758 3.331
H -0.042 -1.347 3.695
H 1.884 -3.785 -0.640
C -1.949 -0.927 -4.893
H -0.160 3.478 0.537
H 3.164 1.419 2.946
H -2.782 -3.063 -1.309
H 0.060 0.860 -0.665
H 0.144 2.783 4.039
C -3.161 -2.852 -0.307
H 4.492 1.880 1.843
H 0.649 -3.414 2.282
Ce 0.538 -1.099 0.089
S 1.211 -0.600 -2.447
H -0.997 -2.267 -3.422
C 2.445 -2.853 -0.823
H -1.151 3.833 2.023
C -3.039 0.061 -0.802
H 2.189 3.193 0.766
H 1.588 -0.933 3.089
H -2.659 0.681 -6.138
H -3.509 0.882 -0.232
H -2.580 -1.718 -5.327
H -2.854 -3.672 0.351
H 3.373 2.815 -0.536
```

Values from the calculation:
total charge: +3
spin multiplicity: 2
orbital gap (spin up / spin down): 6.70 / 4.62 eV

Listed below, in e, are the Löwdin charges computed for each atom: 0.088, -0.025, 0.075, 0.129, -0.540, 0.001, -0.253, 0.779, 0.066, 0.011, -0.051, 0.107, 0.015, -0.227, 0.041, -0.272, 0.146, 0.069, 0.070, 0.000, -0.226, 0.053, -0.246, -0.087, 0.071, -0.261, -0.199, 0.041, -0.233, 0.070, 0.051, 0.802, 0.015, 0.119, -0.229, 0.740, 0.070, 0.099, 0.070, 0.038, -0.060, 0.097, 0.067, 0.002, 0.028, 0.020, 0.038, -0.027, 0.066, -0.262, 0.084, 0.129, 0.580, 0.907, 0.126, -0.198, 0.075, -0.254, 0.049, 0.068, 0.143, 0.059, 0.147, 0.057, 0.070



Energies relative to the minimum, hartree: version w 0.0000; version x 0.1028



Version w
# C4H4N2

A structure of composition C4H4N2 (ωB97M-V/def2-TZVPD, the Open Molecules 2025 dataset).

XYZ file:
```
10
Properties=species:S:1:pos:R:3
C 0.485 1.031 0.952
C -0.537 -1.297 -1.462
C 0.413 -0.846 -0.614
C -1.841 -0.294 -0.295
H 1.047 0.525 1.601
N -1.757 -1.189 -1.142
H 1.510 -0.965 -0.748
H -0.296 1.625 1.254
N -0.172 -0.025 0.224
H 1.149 1.435 0.231
```

Values from the calculation:
total charge: 0
spin multiplicity: 1
orbital gap (spin up / spin down): 7.16 / 7.82 eV

Listed below, in e, are the Löwdin charges computed for each atom: -0.023, -0.046, -0.180, 0.037, 0.054, -0.034, 0.132, 0.070, -0.098, 0.087



Version x
# C4H4N2

A structure of composition C4H4N2 (ωB97M-V/def2-TZVPD, the Open Molecules 2025 dataset).

XYZ file:
```
10
Properties=species:S:1:pos:R:3
C 1.097 0.754 0.088
H -1.990 1.070 -0.308
H 2.079 1.085 0.403
C -1.010 0.644 -0.089
H -1.323 -1.426 0.889
N -0.433 -0.829 -1.064
N 0.064 1.516 0.079
C 0.731 -0.651 -0.162
C -0.720 -0.745 0.303
H 1.505 -1.417 -0.140
```

Values from the calculation:
total charge: 0
spin multiplicity: 1
orbital gap: 9.57 eV

Listed below, in e, are the Löwdin charges computed for each atom: -0.118, 0.125, 0.110, -0.097, 0.124, 0.132, 0.070, -0.201, -0.275, 0.129



Version y
# C4H4N2

The molecule C4H4N2 (ωB97M-V/def2-TZVPD, the Open Molecules 2025 dataset).

XYZ file:
```
10
Properties=species:S:1:pos:R:3
N -1.549 0.167 0.172
H 1.099 1.042 -1.076
H 0.833 -2.073 -0.430
N -1.019 1.244 -0.250
C 0.416 -1.130 -0.074
C 1.119 0.070 0.000
H -1.421 -1.705 1.058
C -0.865 -0.970 0.474
C 0.395 1.273 -0.073
H 0.812 2.230 0.261
```

Values from the calculation:
total charge: 0
spin multiplicity: 1
orbital gap (spin up / spin down): 8.45 / 8.45 eV

Listed below, in e, are the Löwdin charges computed for each atom: 0.013, 0.192, 0.096, 0.017, -0.122, -0.039, 0.107, -0.126, -0.257, 0.119



Energies relative to the minimum, hartree: version w 0.1320; version x 0.0000; version y 0.0616



Version w
# C4H4N2

The molecule C4H4N2 (ωB97M-V/def2-TZVPD, the Open Molecules 2025 dataset).

XYZ file:
```
10
Properties=species:S:1:pos:R:3
N -0.504 1.675 -0.243
C -0.381 -0.634 0.555
H -1.752 0.013 -1.212
C 0.908 0.237 0.580
N 0.547 1.606 0.422
H 0.745 -1.192 -1.317
C 0.414 -0.561 -0.604
C -0.877 0.293 -0.557
H 1.667 -0.137 1.168
H -0.768 -1.300 1.209
```

Values from the calculation:
total charge: 0
spin multiplicity: 1
orbital gap: 10.76 eV
SMILES: N1=N[C@H]2[C@H]3[C@@H]1[C@@H]23

Listed below, in e, are the Löwdin charges computed for each atom: 0.031, -0.075, 0.146, -0.165, 0.017, 0.094, -0.090, -0.158, 0.106, 0.094



Version x
# C4H4N2

The molecule C4H4N2 (ωB97M-V/def2-TZVPD, the Open Molecules 2025 dataset).

XYZ file:
```
10
Properties=species:S:1:pos:R:3
H -1.475 1.090 1.622
N -0.976 0.545 -0.448
H -1.290 -0.392 -0.771
C 1.187 -0.484 -0.339
C -0.973 0.381 0.974
N -0.291 -0.625 1.393
C 0.447 0.521 -0.834
H 2.203 -0.755 -0.590
H 0.763 1.287 -1.538
C 0.287 -1.330 0.456
```

Values from the calculation:
total charge: 0
spin multiplicity: 1
orbital gap: 8.14 eV

Listed below, in e, are the Löwdin charges computed for each atom: 0.114, -0.035, 0.111, -0.110, -0.203, 0.060, -0.127, 0.096, 0.108, -0.014



Energies relative to the minimum, hartree: version w 0.0000; version x 0.0228